{"formula": "C11H14ClN3O3PdS2", "method": "the ωB97M-V functional and the def2-TZVPD basis", "elements": ["Pd", "S", "C", "N", "C", "C", "C", "N", "H", "H", "H", "H", "S", "C", "N", "C", "C", "C", "O", "C", "H", "H", "H", "H", "H", "H", "H", "H", "Cl", "C", "C", "O", "O", "H", "H"], "coordinates": [[0.6957, 1.6506, 1.7327], [2.5040, 2.3650, 0.4480], [2.3932, 1.6281, -1.0393], [1.6947, 0.4643, -1.1405], [1.6227, -0.1608, -2.3296], [2.3013, 0.3329, -3.4068], [3.1053, 1.4780, -3.2205], [3.0902, 2.1279, -2.0703], [1.3045, 0.0115, -0.3068], [0.9976, -1.0342, -2.4113], [2.3425, -0.1321, -4.3807], [3.7535, 1.8386, -4.0144], [-2.0690, 4.5963, 2.0209], [-0.7142, 3.8684, 2.4946], [0.2463, 3.3148, 2.9243], [-0.2045, -3.4829, 1.2589], [-1.4231, -2.7759, 0.7015], [-0.8202, -1.6662, -0.1640], [0.5375, -1.5000, 0.3231], [0.7514, -2.3606, 1.4836], [0.1653, -4.1833, 0.4512], [-0.4076, -4.0389, 2.1833], [-2.0136, -2.2608, 1.4606], [-2.1144, -3.4179, 0.1436], [-1.3921, -0.7865, -0.0899], [-0.7220, -1.9148, -1.2359], [0.5258, -1.7794, 2.3906], [1.7894, -2.6158, 1.4776], [-3.7825, 0.0782, -0.2316], [-3.1680, 1.6136, 0.4460], [-1.7082, 1.4962, 0.9120], [-0.7796, 1.8413, 0.0901], [-1.4952, 1.1166, 2.0805], [-3.7677, 1.8639, 1.2907], [-3.2388, 2.4239, -0.2721]], "mulliken_spin": [1.272, 0.124, -0.011, 0.001, -0.007, 0.005, 0.000, 0.006, 0.032, 0.000, 0.000, 0.000, 0.158, 0.035, 0.130, 0.000, 0.001, 0.000, 0.011, -0.001, 0.000, 0.000, 0.000, 0.000, 0.006, 0.001, 0.003, -0.002, 0.000, 0.006, 0.008, 0.165, 0.055, 0.001, 0.001], "orbital_gap_ev": [7.385, 6.212], "de_lowest_kcal_mol": 0.0, "s_squared": 2.011, "multiplicity": 3, "homo_ev": [-8.2203, -8.1591], "total_energy_ev": -59918.18145}